C36H46N8O2 | ωB97M-V with the def2-TZVPD basis set

Geometry (Å):
C (-0.837, 14.440, 10.003)
C (-0.112, 13.631, 10.962)
C (1.216, 13.871, 10.873)
N (1.394, 14.799, 9.829)
C (0.121, 15.149, 9.400)
H (-1.851, 14.758, 9.808)
H (-0.709, 12.997, 11.600)
H (2.065, 13.428, 11.373)
H (2.234, 15.178, 9.415)
H (-0.047, 15.928, 8.671)
C (2.814, 17.924, 3.077)
C (2.197, 18.014, 1.726)
C (1.967, 16.669, 1.373)
N (2.203, 15.911, 2.379)
C (2.654, 16.580, 3.487)
H (3.236, 18.755, 3.623)
H (2.055, 18.930, 1.172)
H (1.511, 16.198, 0.515)
H (2.062, 14.914, 2.463)
H (2.823, 16.053, 4.414)
C (3.808, 15.938, 11.542)
C (4.579, 14.853, 11.831)
C (5.935, 15.035, 11.373)
N (5.926, 16.261, 10.720)
C (4.669, 16.779, 10.775)
H (2.813, 16.194, 11.874)
H (4.194, 14.059, 12.454)
H (6.754, 14.335, 11.452)
H (6.802, 16.607, 10.355)
H (4.332, 17.626, 10.195)
C (3.710, 13.320, 1.338)
C (2.705, 12.360, 1.396)
C (3.247, 11.278, 2.101)
N (4.561, 11.601, 2.461)
C (4.778, 12.897, 2.110)
H (3.737, 14.327, 0.948)
H (1.717, 12.520, 0.990)
H (2.883, 10.310, 2.412)
H (5.014, 11.043, 3.171)
H (5.652, 13.454, 2.413)
C (7.100, 11.460, 10.935)
C (6.269, 10.323, 11.372)
C (5.894, 9.547, 10.210)
N (6.365, 10.167, 9.116)
C (7.105, 11.324, 9.524)
H (7.566, 12.252, 11.502)
H (5.796, 10.256, 12.341)
H (5.243, 8.708, 10.011)
H (6.248, 9.837, 8.168)
H (7.572, 11.960, 8.787)
C (9.251, 10.492, 5.053)
C (9.636, 10.532, 3.704)
C (9.127, 11.700, 3.089)
N (8.410, 12.399, 4.051)
C (8.580, 11.651, 5.253)
H (9.534, 9.765, 5.800)
H (10.192, 9.784, 3.158)
H (9.188, 11.993, 2.051)
H (7.755, 13.154, 3.903)
H (8.171, 11.987, 6.195)
C (7.866, 15.516, 4.194)
C (8.005, 15.491, 2.822)
C (6.858, 15.917, 2.098)
N (6.005, 16.151, 3.154)
C (6.627, 15.987, 4.403)
H (8.638, 15.216, 4.887)
H (8.814, 15.106, 2.219)
H (6.467, 16.011, 1.096)
H (5.036, 16.347, 2.946)
H (6.175, 16.287, 5.337)
C (4.431, 14.283, 5.902)
C (5.612, 13.789, 6.497)
C (5.612, 14.120, 7.828)
N (4.578, 14.991, 8.001)
C (3.825, 15.083, 6.880)
H (4.104, 13.920, 4.939)
H (6.340, 13.214, 5.945)
H (6.307, 14.039, 8.651)
H (4.328, 15.399, 8.891)
H (2.981, 15.721, 7.099)
O (1.577, 17.937, 7.603)
C (2.264, 18.958, 7.515)
C (2.614, 19.773, 6.296)
C (2.673, 21.209, 6.996)
C (3.363, 20.777, 8.302)
O (2.888, 19.499, 8.542)
H (3.514, 19.307, 5.893)
H (1.831, 19.772, 5.538)
H (3.302, 21.845, 6.373)
H (1.718, 21.693, 7.201)
H (4.441, 20.669, 8.186)
H (3.171, 21.483, 9.110)

Properties
SMILES string: c1cc[nH]c1.c1cc[nH]c1.c1cc[nH]c1.c1cc[nH]c1.c1cc[nH]c1.c1cc[nH]c1.c1cc[nH]c1.c1cc[nH]c1.O=C1CCCO1
Gap between HOMO and LUMO, Eh: 0.3074
E, hartree: -1987.71993
E_HOMO, eV: -8.045